(1)
A cluster of 4 separate species, C18H42ClN4O10S3 in total at a distorted geometry. Source: the OMol25 dataset; level of theory: wB97M-V/def2-TZVPD.

The geometry in XYZ format:
```
78
Properties=species:S:1:pos:R:3:forces:R:3:mulliken_charge:R:1
C 1.1682 -1.9788 3.2304 -0.9 0.5 -0.1 -0.7867
C 0.3170 -2.4351 1.9508 0.5 0.5 -0.3 -0.4510
C 1.1248 -3.3070 0.8772 -1.1 -0.3 -0.2 -0.1484
C 1.8037 -4.6308 1.4782 -1.8 0.3 -0.4 -0.5237
O 3.2243 -4.7571 1.0643 -1.0 1.2 0.3 -0.3730
N 4.0073 -4.3019 2.0647 0.2 -4.9 2.0 0.1152
C 4.3232 -5.2871 3.0683 2.4 5.7 0.5 -0.0036
N 5.1126 -4.6001 4.0474 -2.1 1.4 -4.5 -0.5728
C 5.2132 -3.2486 3.5348 -1.3 -2.6 -0.2 0.3409
N 5.8825 -2.3140 4.2363 1.1 0.2 0.0 -0.2809
N 4.5411 -3.0543 2.2723 1.3 -1.8 2.9 0.4798
C 4.3571 -1.8762 1.3954 -0.6 1.9 -0.9 0.1107
Cl 4.5262 -2.2797 -0.4111 0.0 -0.2 1.6 -0.0699
C 5.3297 -0.6434 1.6564 -0.7 0.9 0.1 -0.1854
C 4.8289 0.5716 0.7113 -0.2 -0.6 -0.5 -1.0682
H 0.4228 -1.7539 4.0708 1.2 -0.3 -1.1 0.3466
H 1.8948 -2.7640 3.6209 -0.8 1.0 -0.5 0.1594
H 1.6875 -0.9786 3.0001 -0.5 -1.6 0.4 0.1915
H 0.0059 -1.4712 1.4072 0.3 -1.6 0.8 0.1780
H -0.6507 -2.9487 2.2466 1.4 0.5 -0.3 0.3660
H 0.3534 -3.6646 0.1035 1.2 0.7 1.0 0.3447
H 1.8401 -2.6286 0.3117 -0.6 -1.2 0.8 0.1018
H 1.6714 -4.6206 2.6066 0.7 -0.1 -1.3 0.3564
H 1.2984 -5.5965 1.1110 0.9 1.6 0.3 0.3702
H 4.0126 -6.3818 3.0805 0.4 1.9 -0.3 0.3760
H 6.8330 -2.5696 4.5512 -1.2 0.2 0.0 0.2467
H 5.5334 -1.3978 4.5217 0.1 -0.7 -0.6 0.2651
H 3.2834 -1.4786 1.4949 1.6 -0.9 0.0 -0.2182
H 5.2018 -0.2610 2.7329 0.4 -0.9 -1.6 0.2011
H 6.4132 -0.8725 1.4039 -1.4 0.0 0.6 0.3196
H 4.8591 1.5767 1.2357 0.2 -1.4 -0.6 0.3773
H 3.7433 0.4109 0.3729 1.6 0.3 0.5 0.2204
H 5.4686 0.5752 -0.2328 -1.0 0.2 1.3 0.2636
O 1.5676 2.2676 -4.2506 0.4 0.0 0.6 -0.6505
S 2.7106 1.7596 -3.5419 0.5 -0.1 -0.5 1.2196
O 2.8921 1.9849 -2.1311 -0.3 0.0 -0.4 -0.5707
O 4.0534 2.2113 -4.3172 -0.7 -0.8 0.3 -0.2764
C 4.2371 3.5977 -4.6111 0.2 1.1 0.0 -0.3451
C 4.7170 4.3667 -3.3947 -0.2 0.0 0.3 -0.9582
C 2.8504 0.0231 -3.8564 0.1 0.0 -0.1 -0.9143
H 3.3202 4.0332 -5.0176 0.0 -0.2 0.1 0.3316
H 4.9959 3.6554 -5.3945 -0.1 -0.4 0.0 0.2718
H 3.9399 4.4138 -2.6287 0.0 0.0 -0.1 0.2794
H 4.9859 5.3892 -3.6678 0.0 -0.1 -0.1 0.3861
H 5.5849 3.8782 -2.9453 0.0 0.1 -0.1 0.2505
H 2.7853 -0.1476 -4.9299 0.0 0.1 0.1 0.3379
H 2.0274 -0.4770 -3.3465 0.0 0.2 0.0 0.3612
H 3.8032 -0.3296 -3.4632 -0.1 0.1 0.0 0.2732
O -2.4617 -1.8478 1.1622 -0.7 -0.1 -0.2 -0.5272
S -3.7614 -1.2657 1.3847 -0.5 0.8 -0.1 1.0740
O -4.9569 -2.0635 1.4034 0.8 0.1 -0.1 -0.6393
O -3.9704 -0.0376 0.3566 0.4 -0.5 1.0 -0.2127
C -3.7741 -0.2747 -1.0419 0.0 -0.1 -1.2 -0.4207
C -4.9732 -0.9614 -1.6686 -0.1 -0.3 0.2 -0.8075
C -3.7046 -0.3005 2.8683 0.1 0.1 -0.1 -1.0187
H -2.8584 -0.8477 -1.2130 0.0 0.0 0.2 0.3481
H -3.6359 0.7025 -1.5096 0.0 0.0 0.4 0.3045
H -5.0806 -1.9822 -1.2951 0.0 0.1 0.0 0.3254
H -4.8654 -1.0074 -2.7542 0.0 0.1 0.1 0.3961
H -5.8946 -0.4306 -1.4256 0.1 0.0 -0.1 0.0842
H -2.8378 0.3577 2.8267 -0.1 0.0 0.0 0.3176
H -3.6158 -0.9862 3.7107 0.0 -0.1 -0.1 0.3919
H -4.6263 0.2742 2.9505 0.1 -0.1 0.0 0.3682
O -5.8284 4.2049 0.6187 0.2 -0.2 -0.6 -0.6776
S -6.0949 3.2026 -0.3784 -0.8 -0.2 0.0 1.2762
O -5.1477 2.8950 -1.4181 -0.1 0.3 0.5 -0.5902
O -7.5300 3.5040 -1.0557 0.6 -0.6 0.6 -0.2773
C -7.7698 4.8054 -1.5943 -0.1 0.9 -0.6 -0.3749
C -7.1253 4.9719 -2.9575 0.3 -0.1 -0.1 -0.9752
C -6.5471 1.6972 0.4339 -0.3 0.1 0.1 -0.5007
H -7.4331 5.5807 -0.9005 0.1 -0.2 0.1 0.3325
H -8.8524 4.9101 -1.6938 0.1 -0.3 0.2 0.2767
H -6.0361 4.9726 -2.8791 -0.1 0.0 0.0 0.2859
H -7.4327 5.9145 -3.4154 -0.1 -0.1 0.1 0.3840
H -7.4013 4.1478 -3.6196 -0.1 0.1 0.1 0.2632
H -7.3167 1.9131 1.1739 0.0 0.1 -0.1 0.4650
H -5.6591 1.3008 0.9210 0.0 0.2 -0.2 -0.1005
H -6.9110 0.9912 -0.3099 0.0 0.1 0.1 0.1840
```
Forces are in eV/Å.

## Properties
Gap between HOMO and LUMO   8.4 eV
Energy   -3336.7668 Ha
Total charge   +1
LUMO energy   -3.74 eV

(2)
A structure of composition C18H42Cu2N7O9 at a distorted geometry. Source: the OMol25 dataset; level of theory: wB97M-V/def2-TZVPD.

The geometry in XYZ format:
```
78
Properties=species:S:1:pos:R:3:forces:R:3:mulliken_spin:R:1
Cu 0.9653 2.9404 0.5687 -2.1 -0.2 -0.9 0.8627
Cu -0.0614 -3.0153 -1.1334 -0.1 1.1 1.2 0.7251
N -0.0770 0.1633 -0.8686 0.2 1.9 -2.6 0.0097
O -0.1544 0.3473 -2.0762 -0.2 -0.2 0.4 -0.0053
O 0.0662 -0.9964 -0.4324 0.0 -1.6 1.2 0.1002
O -0.1182 1.1581 -0.0915 0.2 -1.3 0.8 0.0216
C 3.8249 -2.1176 0.8450 -1.7 0.4 0.7 0.0005
C 3.0112 -3.3406 0.5606 -1.5 -0.2 -2.5 -0.0002
O 1.8354 -3.3057 0.0812 0.1 0.4 0.3 0.0076
N 3.6221 -4.4921 0.6907 1.1 -0.7 -0.1 0.0005
C 3.0832 -5.8302 0.4895 0.2 -0.7 0.0 -0.0003
H 3.3007 -1.2338 0.4815 0.3 -0.2 -0.8 -0.0003
H 4.8456 -2.2139 0.4909 0.1 0.2 0.4 -0.0001
H 3.6424 -1.9571 1.9127 1.1 -0.2 0.3 -0.0001
H 4.6225 -4.4352 0.8201 -0.1 -0.1 0.4 0.0000
H 3.6596 -6.4699 -0.1818 0.4 0.6 -0.3 -0.0001
H 2.0897 -5.8239 0.0532 -0.2 0.3 0.5 0.0001
H 3.1700 -6.3662 1.4345 -0.6 0.1 0.1 0.0000
C -2.3007 -4.8705 -4.8231 0.5 1.6 1.1 0.0065
C -1.7539 -3.5348 -4.3242 -0.2 0.8 0.1 -0.0039
O -1.0260 -3.4762 -3.3131 1.2 0.0 1.7 0.0545
N -2.1618 -2.4365 -4.9666 -0.7 -0.3 -0.1 0.0023
C -1.9378 -1.0047 -4.6660 0.2 -1.4 0.9 -0.0019
H -1.4968 -5.4114 -5.3151 -0.3 -0.2 -0.2 -0.0002
H -3.1690 -4.6143 -5.4230 0.0 -0.8 -0.3 0.0011
H -2.5701 -5.3278 -3.8720 -0.2 -0.6 -0.4 -0.0005
H -2.9011 -2.6588 -5.6153 0.2 0.4 -0.3 0.0000
H -1.0474 -0.6852 -5.2007 -0.3 0.4 -0.2 -0.0003
H -1.7428 -0.9015 -3.5978 0.1 -0.1 0.0 0.0021
H -2.8638 -0.4674 -4.8478 0.2 0.1 -0.5 -0.0003
C -2.3002 5.9758 0.7765 -1.0 0.3 0.8 0.0025
C -1.8554 4.7373 0.1199 0.7 0.3 -1.7 0.0008
O -0.7558 4.2547 0.4492 1.0 -1.1 0.8 0.0268
N -2.5983 4.2517 -0.8847 0.2 0.2 0.4 -0.0008
C -2.6308 2.8761 -1.3236 -1.0 -0.7 -0.7 0.0005
H -3.1288 6.5155 0.3189 0.2 -0.1 -0.4 0.0013
H -1.4903 6.6606 1.0093 0.0 -0.2 0.1 -0.0002
H -2.7572 5.5845 1.6929 0.3 0.3 0.3 -0.0001
H -3.3692 4.8306 -1.1790 -0.1 -0.1 0.2 0.0000
H -3.2189 2.3005 -0.6057 0.5 -0.3 0.2 0.0001
H -1.6953 2.3934 -1.5967 0.3 0.4 0.6 -0.0011
H -3.2347 2.7947 -2.2295 0.0 0.4 -0.1 0.0000
C -0.8604 -1.6143 2.4551 -0.7 0.0 -0.4 0.0067
C -1.0530 -3.0903 2.0986 1.2 2.6 0.6 -0.0046
O -0.8488 -3.4858 0.9405 -0.1 -0.9 -1.2 0.0867
N -1.4315 -3.8115 3.1309 0.1 -1.7 -1.2 0.0045
C -1.5983 -5.2526 3.0221 -2.0 -1.4 1.0 -0.0005
H -1.7473 -1.1508 2.0135 0.0 0.3 0.2 -0.0008
H -0.0236 -1.0924 1.9996 0.2 -0.5 -0.2 0.0009
H -0.8516 -1.4340 3.5285 -0.1 -0.1 0.0 0.0008
H -1.6124 -3.3486 4.0039 0.1 -0.1 0.0 -0.0007
H -1.0053 -5.8165 2.3086 0.8 0.6 0.3 0.0003
H -2.6094 -5.6029 2.7764 -0.3 1.0 -0.7 0.0001
H -1.6439 -5.6935 4.0195 1.2 0.1 0.1 -0.0001
C 0.5041 3.0389 -3.8268 1.4 0.1 -0.4 0.0074
C 1.0173 3.7983 -2.6120 -1.0 0.1 -0.9 -0.0060
O 1.0874 3.2364 -1.4988 0.5 -0.5 1.8 0.0699
N 1.3124 5.0707 -2.8285 0.3 -0.5 0.6 0.0071
C 1.8884 5.9056 -1.7755 -0.4 -0.9 -0.1 -0.0008
H 0.9193 2.0356 -3.9087 -0.1 -0.1 0.6 -0.0002
H 0.9731 3.5480 -4.6710 -0.6 0.1 -0.3 0.0017
H -0.5752 2.9818 -3.9418 0.0 0.3 0.3 0.0004
H 1.3290 5.4055 -3.7784 -0.1 0.0 0.0 -0.0004
H 2.8036 5.4117 -1.4465 0.3 0.6 -0.1 0.0013
H 1.2111 5.8642 -0.9219 -0.1 0.5 -0.1 -0.0001
H 2.0033 6.8936 -2.2084 0.3 0.1 0.5 -0.0001
C 1.9322 0.4765 3.9062 -0.1 0.1 0.1 0.0009
C 1.0502 1.6787 3.6651 0.5 -0.4 0.7 0.0024
O 0.8377 2.1145 2.5156 0.3 1.2 -2.0 0.0113
N 0.5337 2.2708 4.7319 -0.7 0.2 -0.4 0.0004
C 0.5376 1.8127 6.1249 2.0 0.7 -0.3 0.0002
H 2.2591 0.0047 2.9831 -0.4 0.0 -0.1 -0.0002
H 1.4335 -0.2339 4.5648 0.1 -0.1 -0.1 0.0001
H 2.8420 0.7935 4.4207 -0.1 0.1 0.1 0.0001
H 0.2176 3.2229 4.6118 -0.4 -0.2 -0.3 0.0003
H 1.5941 1.9406 6.3796 -0.1 -0.4 0.8 0.0000
H 0.2538 0.7761 6.2764 -0.4 0.2 -0.1 0.0000
H -0.0015 2.5483 6.7132 -0.3 -0.4 0.0 0.0000
```
Forces are in eV/Å.

## Properties
Energy above the lowest of the compared OMol25 structures with the same formula, charge and spin   138.5 kJ/mol
2S+1   3
Gap between HOMO and LUMO (alpha / beta)   9.0 / 5.3 eV
<S²>   2.0047
Energy   -5051.4518 Ha
Total charge   +3
LUMO energy (alpha / beta)   -7.85 / -11.51 eV

(3)
A cluster of 3 separate species, C18H42N3O3 in total at a distorted geometry. Source: the OMol25 dataset; level of theory: wB97M-V/def2-TZVPD.

The geometry in XYZ format:
```
66
Properties=species:S:1:pos:R:3:forces:R:3:nbo_charge:R:1
C 4.1701 0.1304 3.0216 -1.1 0.1 -0.4 -0.6105
C 3.2037 0.4597 1.7856 0.2 -0.9 0.9 -0.2121
C 2.6305 -0.9440 1.3114 0.9 0.4 -0.3 -0.6344
C 2.1081 1.4524 2.3470 1.0 0.2 -0.6 -0.4108
C 1.3481 2.3014 1.2466 -0.2 0.1 1.8 -0.2441
C 0.9895 3.7119 1.9106 -0.8 -0.2 -1.2 -0.6138
C 0.0705 1.6120 0.6396 0.5 1.1 -1.5 -0.0826
O -1.1285 1.7828 1.4478 -1.0 -1.0 0.3 -0.5354
C -1.7634 0.5506 1.6804 2.3 -2.4 0.9 0.2375
C -0.8997 -0.3691 2.6506 0.3 1.5 1.0 -0.2675
N -1.9222 -1.3350 3.1505 -1.7 -0.1 -0.6 -0.6265
C -2.9793 -0.3853 3.5513 2.2 1.0 -3.7 0.7397
N -3.6979 -0.4828 4.6516 -0.2 -0.3 -0.2 -0.7676
N -3.0061 0.5985 2.5240 0.9 0.7 2.8 -0.5402
H 4.7643 1.0400 3.2938 -0.3 -1.0 -0.2 0.2204
H 4.7924 -0.7829 2.8349 -0.3 1.0 0.1 0.2202
H 3.4699 -0.1322 3.8741 0.9 0.3 -0.7 0.1952
H 3.8139 0.8995 0.9424 -0.8 -0.2 0.9 0.2082
H 1.7357 -0.8771 0.6387 0.7 -0.1 0.7 0.1892
H 2.4586 -1.5924 2.2119 -0.2 0.5 -0.9 0.2085
H 3.4435 -1.4382 0.7024 -0.9 0.3 0.7 0.2315
H 2.6660 2.1981 2.9908 -0.6 -0.8 -0.6 0.2193
H 1.4418 0.8840 3.0493 0.4 0.6 -0.7 0.1907
H 2.0572 2.5121 0.4045 -0.6 -0.4 0.6 0.2252
H 1.8088 4.1054 2.5600 -0.6 -0.3 -0.9 0.2251
H 0.0578 3.6699 2.5342 0.9 -0.2 -0.5 0.2119
H 0.7528 4.4015 1.0445 0.4 -0.4 1.2 0.2171
H 0.2289 0.5373 0.3643 -0.1 0.9 0.5 0.1895
H -0.1511 2.1506 -0.3333 0.2 -0.6 1.0 0.2048
H -1.9168 -0.1032 0.7655 -0.3 1.2 0.6 0.1943
H 0.0766 -0.7657 2.2767 -1.3 -0.3 0.1 0.2646
H -0.6205 0.2266 3.5756 -0.2 -0.2 -1.2 0.2035
H -2.2489 -1.7350 2.2481 -0.1 -0.7 0.7 0.4019
H -3.8130 0.2547 5.3447 -0.5 0.1 -0.8 0.4528
H -4.1197 -1.3916 4.8641 0.9 0.3 0.3 0.4528
H -3.1079 1.5809 2.8209 -0.9 -0.4 -0.2 0.4311
C -0.9077 -4.2685 -1.4701 0.0 0.2 -0.1 -0.6454
C -1.9381 -4.3592 -0.3578 0.2 -0.2 -0.1 -0.0665
O -2.5474 -3.1116 -0.0422 0.0 0.4 0.5 -0.5702
C -3.2589 -2.4721 -1.0962 -0.1 -0.1 -0.2 -0.0640
C -4.4077 -3.2993 -1.6443 0.0 -0.1 0.1 -0.6462
H -0.1237 -3.5528 -1.2074 0.0 -0.1 0.0 0.2074
H -0.4493 -5.2438 -1.6428 0.0 0.1 0.0 0.2299
H -1.3503 -3.9375 -2.4107 0.0 -0.1 0.0 0.2083
H -1.4435 -4.6996 0.5540 -0.1 0.2 0.1 0.1890
H -2.7030 -5.1051 -0.5909 0.0 0.0 -0.1 0.1721
H -2.5686 -2.1801 -1.8943 0.0 -0.1 0.0 0.1688
H -3.6590 -1.5432 -0.6791 0.1 -0.1 0.1 0.1719
H -4.0640 -4.2377 -2.0810 0.0 0.1 -0.1 0.2134
H -4.9382 -2.7435 -2.4194 0.0 0.0 0.0 0.2265
H -5.1129 -3.5478 -0.8478 0.0 0.0 0.0 0.2135
C 1.4480 0.5840 -2.9707 -0.1 -0.1 -0.1 -0.6425
C 2.3372 1.7944 -3.2052 0.0 0.0 -0.1 -0.0631
O 2.7226 1.9616 -4.5571 0.2 0.0 0.0 -0.5296
C 1.6700 2.1430 -5.4936 -0.1 0.1 0.0 -0.0658
C 0.8111 3.3643 -5.2149 0.0 0.1 0.1 -0.6443
H 1.9473 -0.3281 -3.3072 0.0 0.1 0.1 0.2201
H 1.2137 0.4850 -1.9074 0.1 0.0 0.0 0.1925
H 0.5045 0.6592 -3.5141 0.0 0.0 0.1 0.2058
H 3.2603 1.6696 -2.6352 0.1 0.0 -0.2 0.1879
H 1.8634 2.7082 -2.8301 -0.1 0.0 0.0 0.1552
H 1.0578 1.2367 -5.5537 -0.1 0.0 0.0 0.1568
H 2.1446 2.2588 -6.4700 0.1 -0.1 0.2 0.1963
H 0.3052 3.2981 -4.2497 -0.1 0.0 -0.1 0.1943
H 0.0470 3.4740 -5.9867 0.1 0.0 0.0 0.2210
H 1.4256 4.2672 -5.2009 0.0 -0.1 0.0 0.2175
```
Forces are in eV/Å.

## Properties
Energy above the lowest of the compared OMol25 structures with the same formula, charge and spin   0.0 kJ/mol
Gap between HOMO and LUMO   7.0 eV
Energy   -1100.6643 Ha
Total charge   +1
LUMO energy   -4.51 eV